Density functional theory data (ωB97M-V with the def2-TZVPD basis set) for a 3-piece molecular cluster, C19H43N3O2 overall.

HOMO   -7.72 eV
Frontier orbital gap   8.520 eV
Structure (SMILES)   CCCO[C@H]1CCC(=O)N1.CCN(CC)CC.CCN(CC)CC

The geometry in XYZ format:
```
67
Properties=species:S:1:pos:R:3:forces:R:3
C 7.89039 4.15686 1.64415 -0.1 0.0 0.0
C 7.43553 5.40617 0.86026 0.0 0.0 0.1
C 6.45494 5.13843 -0.29360 0.0 -0.1 -0.2
O 5.16955 5.72001 -0.09077 0.0 0.3 0.0
C 4.35498 5.03873 0.79949 -0.4 -0.1 0.2
C 3.50568 5.96549 1.69400 -0.1 -0.2 0.2
C 2.14537 5.24559 1.83032 0.2 0.1 0.0
C 2.35652 3.95053 1.06917 -0.1 0.2 -0.1
O 1.80917 2.89395 1.25425 -0.3 -0.2 -0.2
N 3.33738 4.20851 0.13177 0.6 -0.2 0.2
H 7.39617 3.25260 1.27212 0.1 0.1 0.0
H 8.96773 3.99131 1.56671 -0.1 0.0 0.0
H 7.64294 4.23609 2.70674 0.1 0.0 -0.1
H 8.30866 5.93083 0.46332 -0.1 0.0 0.1
H 6.94132 6.11135 1.53763 0.1 0.0 -0.1
H 6.33853 4.05628 -0.45782 0.1 0.1 0.0
H 6.81089 5.57765 -1.22846 0.0 -0.1 0.1
H 4.95643 4.38898 1.45686 0.1 0.1 -0.2
H 3.41508 6.95698 1.24746 0.1 -0.1 0.0
H 3.98913 6.03496 2.67219 0.0 0.3 -0.2
H 1.34511 5.79314 1.32411 0.0 -0.1 0.2
H 1.85820 5.04210 2.86105 -0.1 0.0 -0.1
H 3.68669 3.39576 -0.36290 -0.1 0.0 0.1
C -1.02365 -3.55680 0.98859 0.0 0.0 0.0
C -0.31939 -2.39703 1.67637 -0.1 0.0 0.0
N -0.40119 -1.16128 0.92122 0.0 0.0 0.0
C 0.50440 -0.12462 1.39129 0.1 0.0 0.0
C 0.29200 0.42796 2.80403 0.0 0.0 0.0
C -1.74234 -0.72786 0.56992 -0.1 0.0 -0.1
C -2.75822 -0.53925 1.70296 0.0 0.0 0.0
H -0.67901 -3.65329 -0.04194 0.0 0.0 0.0
H -0.80935 -4.48997 1.51161 0.0 0.0 0.0
H -2.10768 -3.43148 0.97694 0.0 0.0 0.0
H 0.74257 -2.63686 1.78000 0.0 0.0 0.0
H -0.71333 -2.30500 2.70215 0.0 0.0 0.0
H 0.47650 0.70269 0.68091 0.0 0.0 0.0
H 1.51907 -0.53156 1.33070 0.0 0.0 0.0
H -0.59032 1.06455 2.86444 0.0 0.0 0.0
H 1.14841 1.04108 3.08426 0.0 0.0 0.0
H 0.19306 -0.36956 3.54316 0.0 0.0 0.0
H -2.15689 -1.45052 -0.13853 0.0 0.0 0.0
H -1.64544 0.20448 0.00836 0.0 0.0 0.0
H -2.78079 -1.40124 2.37236 0.0 0.0 0.0
H -3.75935 -0.42852 1.28068 0.0 0.0 0.0
H -2.55300 0.34706 2.30154 0.0 0.0 0.0
C -4.99970 -2.45332 -0.77090 0.0 0.0 0.0
C -5.39293 -3.32297 -1.95537 0.0 0.0 0.0
N -4.42980 -3.27063 -3.04030 0.0 0.0 0.0
C -4.92533 -3.82454 -4.28687 0.0 0.0 -0.1
C -5.26273 -5.31964 -4.32944 0.0 0.0 0.0
C -3.06243 -3.61332 -2.68400 0.1 0.0 0.1
C -2.81054 -4.97590 -2.02848 0.0 0.0 0.0
H -4.77696 -1.43631 -1.09786 0.0 0.0 0.0
H -5.81850 -2.41350 -0.05116 0.0 0.0 0.0
H -4.12528 -2.84334 -0.24794 0.0 0.0 0.0
H -6.34479 -2.96393 -2.35669 0.0 0.0 0.0
H -5.57964 -4.34759 -1.59434 0.0 0.0 0.0
H -4.19072 -3.60158 -5.06545 0.0 0.0 0.0
H -5.82512 -3.26085 -4.55324 0.0 0.0 0.0
H -4.36928 -5.94274 -4.31080 0.0 0.0 0.0
H -5.80048 -5.54752 -5.25187 0.0 0.0 0.0
H -5.90190 -5.61379 -3.49599 0.0 0.0 0.0
H -2.68534 -2.84013 -2.00845 0.0 0.0 0.0
H -2.45642 -3.52476 -3.58900 0.0 0.0 0.0
H -3.49673 -5.15621 -1.19919 0.0 0.0 0.0
H -1.79831 -4.99779 -1.62227 0.0 0.0 0.0
H -2.89951 -5.80487 -2.72946 -0.1 0.0 0.0
```
Positions in Å, forces in eV/Å.


Density functional theory data (ωB97M-V with the def2-TZVPD basis set) for C3H5NO2 in the gas phase.

Energy above the lowest of the compared OMol25 structures with the same formula, charge and spin   33.9 kcal per mole
HOMO   -10.57 eV
Frontier orbital gap   11.377 eV
Structure (SMILES)   [H]/N=C(/C)OC=O

The geometry in XYZ format:
```
11
Properties=species:S:1:pos:R:3:forces:R:3
H 0.86357 -1.71144 0.90808 -0.1 -0.2 -0.3
N 0.86065 -1.39556 -0.06218 0.7 0.5 -0.1
C 0.54230 -0.18450 -0.09572 0.5 -0.5 -0.4
C 0.49344 0.66921 -1.32604 0.2 0.0 -0.1
O 0.07787 0.48896 1.05117 -0.4 -0.1 -0.3
C -1.15740 -0.06161 1.28605 -0.6 -0.4 0.4
O -1.38229 -1.23364 1.34431 -0.2 0.8 0.3
H 1.50611 1.03553 -1.50633 -0.1 0.1 -0.1
H -0.17833 1.53069 -1.23295 0.2 -0.3 0.1
H 0.19840 0.04838 -2.17394 0.1 0.1 0.1
H -1.90624 0.73258 1.31456 -0.2 0.0 0.4
```
Positions in Å, forces in eV/Å.


Density functional theory data (ωB97M-V with the def2-TZVPD basis set) for a 2-piece molecular cluster, C4H12N2O2 overall.

Energy above the lowest of the compared OMol25 structures with the same formula, charge and spin   52.9 kcal per mole
HOMO   -10.44 eV
Frontier orbital gap   11.204 eV
Structure (SMILES)   NOC(N)=O.CCC

The geometry in XYZ format:
```
20
Properties=species:S:1:pos:R:3:forces:R:3
N -2.05360 0.16688 1.65373 0.0 -0.2 -0.3
O -1.83895 1.08962 0.57668 -0.1 0.3 0.5
C -1.79340 0.54320 -0.68203 -0.5 -0.5 0.0
N -2.06821 -0.77483 -0.74519 -0.2 -0.4 0.0
O -1.53066 1.25545 -1.60903 0.0 0.3 -0.1
H -1.24084 0.27133 2.25847 -0.1 0.1 -0.2
H -2.86466 0.52571 2.15390 0.2 0.1 -0.1
H -2.21183 -1.29081 0.10705 0.0 0.0 -0.1
H -1.99266 -1.24506 -1.63277 0.0 0.2 0.2
C 1.88472 1.04121 0.45156 0.0 -0.2 0.0
C 1.09883 -0.21332 0.10067 0.3 0.0 -0.1
C 1.70517 -1.02286 -1.03644 0.0 0.1 0.3
H 2.02809 1.65110 -0.43800 0.0 0.1 0.0
H 2.86241 0.79440 0.86432 0.1 0.0 0.0
H 1.33981 1.63505 1.18230 0.0 0.1 0.1
H 0.99263 -0.84719 0.98593 -0.1 0.0 0.0
H 0.11901 0.09565 -0.22258 0.2 -0.1 0.2
H 1.80169 -0.40572 -1.92575 0.0 0.0 -0.2
H 2.69141 -1.39558 -0.76719 0.1 -0.1 0.0
H 1.07098 -1.87423 -1.27570 0.0 -0.1 -0.1
```
Positions in Å, forces in eV/Å.


Density functional theory data (ωB97M-V with the def2-TZVPD basis set) for a 2-piece molecular cluster, C29H38N3O5 overall in a non-equilibrium geometry.

Energy above the lowest of the compared OMol25 structures with the same formula, charge and spin   33.6 kcal per mole
HOMO   -10.61 eV
Frontier orbital gap   5.798 eV
Net charge   +1

The geometry in XYZ format:
```
75
Properties=species:S:1:pos:R:3:forces:R:3
C -2.56182 -1.23795 2.52538 -0.1 -0.2 0.3
C -1.87975 -0.59409 1.35401 -0.7 1.7 0.2
O -2.36746 0.90912 1.39990 0.7 -1.5 0.5
C -1.81390 1.75320 0.54125 -1.9 0.8 -2.4
C -2.58304 2.35643 -0.52521 3.7 -5.2 1.3
C -1.58365 2.58538 -1.63821 0.4 0.6 -1.1
O -0.52378 2.02396 0.59133 0.0 -0.4 1.6
C 0.10568 1.93978 1.94143 -0.3 0.1 -0.9
C 1.50540 2.40762 1.70665 0.4 0.0 0.2
H -2.36901 -2.31474 2.52403 0.0 0.1 -0.1
H -2.18738 -0.85525 3.47988 -0.1 0.1 -0.2
H -3.64578 -1.10012 2.48308 0.2 0.1 0.0
H -0.78454 -0.61863 1.43859 -0.4 0.1 -0.3
H -2.24513 -0.97451 0.39348 0.3 0.2 0.2
H -3.28600 1.54227 -0.85684 -0.1 1.1 0.6
H -2.12474 2.71477 -2.59473 0.4 0.1 0.2
H -0.92909 3.47672 -1.48648 -0.4 -0.8 -0.2
H -0.96205 1.65686 -1.72308 -0.2 1.1 -0.4
H -0.47407 2.59789 2.59510 0.1 -0.2 0.0
H 0.06049 0.90711 2.29892 0.0 0.3 0.0
H 2.02423 2.54950 2.65316 0.0 0.0 0.0
H 2.06149 1.66707 1.13064 0.0 0.1 0.0
H 1.50471 3.35114 1.16070 0.0 0.0 0.1
C -8.80826 4.57452 -5.61950 -0.4 0.2 0.3
N -7.54907 4.12687 -5.06838 0.5 -0.3 -0.3
C -6.61462 3.49851 -5.84355 -0.5 -0.2 -1.1
O -6.74589 3.21479 -7.03116 0.4 0.4 1.8
C -5.40480 3.22646 -4.95241 -0.2 -0.8 -0.7
C -4.13833 3.92490 -5.45584 0.2 0.4 0.0
C -3.67906 3.38620 -6.79770 0.1 0.0 0.1
C -3.57162 4.23789 -7.90215 -0.2 -0.4 0.1
C -3.27256 3.70678 -9.15800 0.1 -0.1 0.2
C -3.03419 2.33586 -9.30084 0.0 0.2 0.2
C -3.08139 1.49975 -8.18347 0.0 0.1 0.3
C -3.39362 2.02308 -6.92655 -0.1 0.3 -0.4
N -5.85603 3.69321 -3.63840 1.9 -0.5 1.6
C -5.03565 3.53101 -2.58378 -0.9 0.4 -1.2
C -5.31045 4.01462 -1.29614 -0.7 0.5 0.7
C -4.54833 3.94127 -0.15622 -0.7 1.3 -0.8
C -5.09684 4.49511 1.06402 -1.1 1.2 2.3
C -4.34060 4.41714 2.28368 -0.4 0.1 -1.3
C -4.76137 5.01177 3.46724 -0.9 0.5 0.4
C -5.99637 5.71092 3.53753 1.3 -1.7 -2.8
N -6.48919 6.26853 4.74168 -1.3 1.7 3.3
O -7.60559 6.84277 4.70211 2.3 -1.2 0.0
O -5.80175 6.17255 5.78369 -1.2 0.0 -2.3
C -6.77787 5.79745 2.36527 0.3 -0.2 0.4
C -6.36330 5.20492 1.17519 1.1 -0.3 0.0
C -7.18039 4.34033 -3.66676 -0.9 0.6 -0.4
C -7.10680 5.85122 -3.38557 0.3 0.0 -0.1
C -8.21402 3.65813 -2.76174 0.2 -0.3 0.0
H -8.84998 4.29700 -6.67705 0.1 0.0 0.3
H -9.64284 4.10551 -5.08097 0.1 0.1 -0.3
H -8.90113 5.66548 -5.51964 0.0 -0.3 -0.1
H -5.23564 2.13362 -4.92374 -0.1 0.4 0.0
H -4.34773 5.00430 -5.53306 0.1 -0.3 0.0
H -3.35302 3.79980 -4.69230 -0.1 0.0 -0.2
H -3.76765 5.30609 -7.76198 0.0 -0.4 -0.2
H -3.23774 4.37166 -10.01954 0.1 -0.2 0.2
H -2.80083 1.92297 -10.28090 -0.1 0.1 0.2
H -2.88915 0.43227 -8.27622 0.0 0.2 -0.1
H -3.45347 1.38469 -6.04043 0.1 0.0 -0.4
H -4.09885 3.00191 -2.79066 -0.4 0.1 0.0
H -6.24111 4.57601 -1.17473 0.3 -0.6 -0.3
H -3.46660 3.51720 -0.18837 -1.5 0.5 0.3
H -3.38300 3.89043 2.23621 -0.3 0.2 0.2
H -4.15240 4.93483 4.35823 -0.1 0.0 0.0
H -7.72008 6.33306 2.42879 0.2 -0.1 -0.1
H -7.03091 5.34960 0.31968 0.3 -0.2 0.3
H -6.49670 6.34269 -4.15697 -0.2 -0.1 0.3
H -8.11682 6.28176 -3.40695 0.3 -0.1 0.0
H -6.66272 6.04947 -2.40691 -0.1 0.1 -0.2
H -8.35887 2.62076 -3.08971 0.0 0.2 0.1
H -7.88753 3.65732 -1.72093 -0.2 0.0 -0.1
H -9.17170 4.18840 -2.83151 0.3 -0.1 0.0
```
Positions in Å, forces in eV/Å.